A 2-piece molecular cluster, C3H5N3 overall, computed with wB97M-V/def2-TZVPD.

Calculated values
Largest force on an atom, eV/A: 0.72
Orbital gap, eV: 9.66
Molecular weight, Da: 83.1
Energy relative to the best compared isomer or geometry (same formula, charge and spin), eV: 5.189

The geometry in ORCA input format:
```
! RIJCOSX wB97M-V def2-TZVPD def2/J DEFGRID3
* xyz 0 1
N 1.1653 -1.5472 0.3640
N 0.0384 -1.7043 -0.1478
N 0.3812 1.1825 1.2815
C -0.8077 1.5804 -0.9505
C -1.0758 -1.9393 -0.4715
C -0.2192 1.4084 0.0908
H -1.2877 1.7679 -1.8836
H 0.9754 0.3555 1.2891
H 0.8011 1.9978 1.7058
H -1.8452 -1.3460 -0.9369
H 1.8742 -1.7557 -0.3410
*
```